Record 1
The following is a DFT calculation (ωB97M-V with the def2-TZVPD basis set) of C50H37Cl2F15GeN3NaOSSe3 as an isolated structure.

ORCA input file:
```
! wB97M-V def2-TZVPD RIJCOSX def2/J DEFGRID3
* xyz -2 1
Na -0.071 0.284 -0.734
C 1.504 -0.601 -5.468
Se 2.801 -1.437 -4.295
C 1.820 -3.093 -4.016
C 2.231 -3.718 -2.690
Se 1.377 -2.889 -1.134
C 2.975 -2.437 -0.131
H 0.529 -0.661 -4.985
H 1.482 -1.076 -6.448
H 1.792 0.445 -5.573
H 2.020 -3.780 -4.838
H 0.757 -2.844 -4.010
H 3.312 -3.668 -2.544
H 1.953 -4.772 -2.680
H 3.534 -3.335 0.124
H 2.623 -1.952 0.780
H 3.585 -1.724 -0.682
C -1.514 2.917 2.658
C -1.697 1.977 1.493
O -0.728 1.594 0.852
N -2.973 1.628 1.226
C -3.374 0.781 0.125
C -3.626 1.559 -1.148
C -4.592 1.149 -2.056
C -4.741 1.858 -3.236
C -3.923 2.954 -3.460
C -2.989 3.289 -2.492
N -2.843 2.616 -1.353
H -0.635 2.604 3.221
H -2.383 2.956 3.317
H -1.327 3.916 2.256
H -3.672 1.935 1.873
H -4.262 0.220 0.415
H -2.611 0.020 -0.042
H -5.179 0.259 -1.861
H -5.452 1.534 -3.988
H -3.979 3.526 -4.378
H -2.312 4.125 -2.649
Cl 1.854 5.682 1.504
C 1.404 4.249 0.529
Cl 0.004 4.548 -0.486
H 1.165 3.449 1.215
H 2.249 3.981 -0.093
Se -1.716 -1.365 -2.853
C -3.053 -0.958 -4.115
C -2.871 -0.063 -5.181
C -3.910 0.227 -6.046
N -5.141 -0.293 -5.963
C -5.313 -1.167 -4.965
C -4.337 -1.524 -4.052
H -1.914 0.426 -5.317
H -3.745 0.937 -6.854
H -6.304 -1.611 -4.883
H -4.567 -2.237 -3.268
F 2.649 -3.584 4.842
C 2.772 -2.255 4.740
C 1.762 -1.478 4.202
C 1.981 -0.113 4.245
F 1.041 0.729 3.799
C 3.124 0.461 4.769
F 3.270 1.778 4.814
C 4.117 -0.356 5.263
F 5.221 0.167 5.771
C 3.943 -1.724 5.249
F 4.886 -2.515 5.756
Ge -0.009 -2.097 3.500
S -0.444 -1.642 1.509
C -0.117 -4.063 3.794
C -1.051 -4.721 4.568
F -1.930 -4.043 5.326
C -1.161 -6.100 4.608
F -2.086 -6.692 5.366
C -0.306 -6.867 3.847
F -0.395 -8.191 3.875
C 0.638 -6.252 3.050
F 1.462 -6.995 2.316
C 0.711 -4.873 3.032
F 1.635 -4.331 2.248
C -1.106 -1.285 4.977
C -0.785 -1.560 6.292
F 0.174 -2.453 6.572
C -1.409 -0.972 7.375
F -1.063 -1.276 8.623
C -2.416 -0.058 7.143
F -3.034 0.521 8.158
C -2.774 0.247 5.850
F -3.740 1.135 5.629
C -2.123 -0.369 4.792
F -2.534 -0.020 3.579
C 0.397 5.406 -5.158
C -0.378 4.284 -5.420
C -0.141 3.099 -4.735
C 0.870 3.005 -3.777
C 1.650 4.138 -3.535
C 1.416 5.322 -4.213
C 1.078 1.723 -3.049
C 1.982 1.522 -2.113
C 2.931 1.196 -1.207
C 4.265 0.795 -1.623
C 5.253 0.506 -0.716
C 5.052 0.556 0.673
C 3.769 0.908 1.096
C 2.740 1.205 0.229
H 0.212 6.337 -5.682
H -1.176 4.331 -6.154
H -0.761 2.226 -4.919
H 2.439 4.057 -2.794
H 2.028 6.193 -3.997
H 0.400 0.929 -3.399
H 4.474 0.736 -2.684
H 6.229 0.223 -1.105
H 5.843 0.327 1.375
H 3.551 0.949 2.160
H 1.763 1.434 0.644
*
```

Results
Frontier orbital gap = 4.14 eV
E_HOMO = -0.8 eV

Record 2
The following is a DFT calculation (ωB97M-V with the def2-TZVPD basis set) of C50H39AsN7O4S2Tl as an isolated structure in a non-equilibrium geometry.

ORCA input file:
```
! wB97M-V def2-TZVPD RIJCOSX def2/J DEFGRID3
* xyz -2 1
Tl -1.433 -2.269 0.672
C -0.006 4.641 1.781
C -0.483 4.389 3.178
N -1.226 3.449 3.535
N -1.780 2.610 2.628
C -2.870 1.782 2.981
N -3.107 0.985 1.946
S -3.807 1.872 4.335
C 0.157 5.170 4.339
C 0.367 4.502 5.622
C 1.181 5.115 6.479
C 1.707 6.341 6.135
C 1.418 6.901 4.946
N 0.662 6.330 3.992
H -0.788 5.249 1.325
H 0.073 3.725 1.169
H 0.913 5.200 1.680
H -1.419 2.554 1.679
H -2.309 0.595 1.364
H -3.902 0.379 1.938
H -0.106 3.545 5.660
H 1.428 4.570 7.370
H 2.319 6.852 6.919
H 1.742 7.933 4.730
N -0.644 4.860 -7.480
C -0.710 4.100 -6.630
C -0.973 3.303 -5.444
C -1.277 3.919 -4.203
C -1.512 3.136 -3.044
C -1.547 1.739 -3.185
C -1.490 1.203 -4.492
C -1.092 1.919 -5.630
C -1.752 0.936 -1.952
C -2.901 0.213 -1.858
C -3.912 0.135 -2.875
C -4.740 -0.939 -2.607
C -4.111 -1.526 -1.389
N -3.119 -0.828 -0.918
C -0.659 1.083 -1.102
C 0.636 1.659 -1.349
C 1.306 1.490 -0.180
C 0.476 0.786 0.746
N -0.736 0.583 0.194
H -1.366 5.023 -4.069
H -1.498 3.583 -2.048
H -1.606 0.132 -4.485
H -1.187 1.369 -6.592
H -4.015 0.745 -3.728
H -5.555 -1.254 -3.240
H -4.272 -2.530 -1.080
H 1.046 2.060 -2.260
H 2.377 1.806 -0.026
H 0.872 0.470 1.763
S -2.349 -4.964 -0.714
C -2.350 -4.540 -2.455
C -3.530 -4.710 -3.205
C -3.618 -4.414 -4.577
C -2.505 -3.935 -5.274
C -1.336 -3.718 -4.541
C -1.271 -3.953 -3.185
As 0.166 -3.206 -2.094
C 1.159 -4.663 -1.467
C 2.101 -4.336 -0.480
C 3.102 -5.226 -0.158
C 3.155 -6.462 -0.747
C 2.108 -6.867 -1.577
C 1.136 -5.948 -1.998
C 1.438 -2.432 -3.362
C 2.375 -3.205 -4.019
C 3.305 -2.574 -4.820
C 3.250 -1.150 -4.966
C 2.253 -0.411 -4.321
C 1.373 -1.029 -3.487
H -4.375 -5.171 -2.725
H -4.520 -4.576 -5.179
H -2.621 -3.750 -6.368
H -0.492 -3.206 -5.004
H 2.066 -3.466 0.146
H 3.825 -4.800 0.580
H 3.918 -7.145 -0.409
H 2.017 -7.923 -1.877
H 0.337 -6.260 -2.638
H 2.392 -4.238 -3.798
H 4.176 -3.131 -5.183
H 4.022 -0.704 -5.562
H 2.319 0.660 -4.428
H 0.520 -0.552 -3.033
O 3.029 -2.271 3.067
C 1.883 -2.072 3.455
O 0.847 -2.499 2.981
C 1.703 -1.198 4.719
C 0.493 -0.637 4.857
C 0.258 0.385 5.785
C 1.378 0.775 6.498
O 1.445 1.821 7.342
C 2.836 2.097 7.439
O 3.567 0.923 7.126
C 2.657 0.206 6.330
C 2.843 -0.832 5.458
H -0.256 -1.087 4.201
H -0.814 0.747 5.929
H 3.076 2.406 8.471
H 2.968 2.916 6.743
H 3.776 -1.274 5.289
*
```

Results
Frontier orbital gap = 5.96 eV
E_HOMO = -2.6 eV

Record 3
The following is a DFT calculation (ωB97M-V with the def2-TZVPD basis set) of C50H40Cl4GeN4P2PdSe2 as an isolated structure in a non-equilibrium geometry.

ORCA input file:
```
! wB97M-V def2-TZVPD RIJCOSX def2/J DEFGRID3
* xyz -1 2
Pd 0.246 -0.688 -2.001
Se 2.131 -3.789 4.153
P 1.261 -1.917 3.720
C 2.366 -0.512 4.049
C 3.307 -0.616 5.072
C 4.153 0.448 5.346
C 4.066 1.619 4.600
C 3.126 1.729 3.588
C 2.272 0.666 3.316
C -0.201 -1.537 4.738
C -0.861 -0.317 4.585
C -1.947 -0.011 5.384
C -2.380 -0.918 6.346
C -1.730 -2.133 6.496
C -0.637 -2.443 5.691
C 0.661 -1.697 2.039
C 1.193 -1.518 0.764
N 0.128 -1.549 -0.081
N -0.972 -1.728 0.625
N -0.680 -1.827 1.894
P 2.794 -1.394 -0.037
Se 2.681 -1.897 -2.116
C 3.386 0.315 0.150
C 4.743 0.601 0.269
C 5.178 1.919 0.305
C 4.266 2.957 0.177
C 2.914 2.676 0.019
C 2.476 1.361 0.006
C 3.981 -2.428 0.863
C 4.242 -3.711 0.388
C 5.121 -4.537 1.073
C 5.751 -4.085 2.224
C 5.501 -2.805 2.695
C 4.612 -1.982 2.023
H 3.382 -1.546 5.624
H 4.887 0.362 6.138
H 4.737 2.444 4.806
H 3.057 2.635 3.000
H 1.543 0.750 2.520
H -0.542 0.386 3.824
H -2.463 0.931 5.249
H -3.230 -0.676 6.973
H -2.074 -2.847 7.233
H -0.121 -3.390 5.790
H 5.464 -0.204 0.322
H 6.232 2.133 0.430
H 4.608 3.985 0.190
H 2.203 3.484 -0.095
H 1.422 1.139 -0.122
H 3.761 -4.048 -0.522
H 5.311 -5.538 0.705
H 6.434 -4.734 2.759
H 5.980 -2.450 3.599
H 4.418 -0.988 2.403
Cl -3.009 -5.549 -1.643
C -2.366 -3.888 -1.820
Cl -0.648 -3.844 -2.148
H -2.538 -3.361 -0.888
H -2.888 -3.430 -2.652
Cl -1.343 -2.184 -6.515
C -0.652 -0.599 -6.294
C -0.750 0.319 -7.316
C -0.176 1.579 -7.180
C 0.494 1.903 -6.011
C 0.548 0.983 -4.982
Cl 1.362 1.389 -3.507
C -0.025 -0.316 -5.046
N 0.027 -1.214 -4.051
H -1.274 0.043 -8.223
H -0.257 2.305 -7.979
H 0.969 2.868 -5.891
C -0.758 2.809 -1.542
Ge -1.415 0.961 -1.445
C -2.513 0.838 0.176
C -3.461 -0.178 0.309
C -4.263 -0.262 1.436
C -4.130 0.670 2.462
C -3.178 1.671 2.359
C -2.368 1.744 1.227
C -2.854 0.829 -2.847
C -2.986 -0.367 -3.507
C -3.891 -0.548 -4.584
C -4.644 0.494 -5.025
C -4.598 1.740 -4.350
C -5.434 2.814 -4.751
C -5.440 3.996 -4.071
C -4.622 4.146 -2.927
C -3.808 3.127 -2.523
C -3.734 1.898 -3.238
H -1.351 3.477 -0.916
H -0.825 3.139 -2.578
H 0.286 2.888 -1.233
H -3.574 -0.909 -0.483
H -4.991 -1.060 1.523
H -4.767 0.610 3.336
H -3.062 2.398 3.156
H -1.622 2.530 1.163
H -2.339 -1.193 -3.234
H -3.943 -1.509 -5.079
H -5.292 0.389 -5.889
H -6.083 2.669 -5.609
H -6.087 4.806 -4.384
H -4.661 5.066 -2.356
H -3.226 3.235 -1.619
*
```

Results
⟨S²⟩ = 0.796
Frontier orbital gap (alpha / beta) = 6.96 / 6.47 eV
E_HOMO (alpha / beta) = -4.8 / -4.6 eV

Record 4
The following is a DFT calculation (ωB97M-V with the def2-TZVPD basis set) of C50H40ClGeInN4P2Se2 as an isolated structure.

ORCA input file:
```
! wB97M-V def2-TZVPD RIJCOSX def2/J DEFGRID3
* xyz 0 1
In -1.871 -0.659 1.117
Se 3.260 3.834 0.373
P 3.787 1.879 0.957
C 4.809 1.049 -0.284
C 6.066 0.531 0.001
C 6.825 -0.038 -1.014
C 6.335 -0.086 -2.310
C 5.080 0.439 -2.597
C 4.320 1.007 -1.589
C 4.679 1.769 2.532
C 4.882 0.532 3.148
C 5.571 0.471 4.350
C 6.056 1.632 4.939
C 5.849 2.861 4.328
C 5.159 2.931 3.125
C 2.350 0.821 1.155
C 0.986 1.088 1.204
N 0.388 -0.105 1.424
N 1.313 -1.048 1.484
N 2.500 -0.510 1.335
P -0.048 2.521 1.023
Se -2.134 1.906 1.354
C 0.341 3.701 2.326
C 0.563 5.059 2.133
C 0.832 5.871 3.224
C 0.893 5.333 4.500
C 0.682 3.974 4.693
C 0.400 3.158 3.609
C 0.013 3.121 -0.668
C 0.486 2.230 -1.628
C 0.465 2.585 -2.968
C -0.033 3.822 -3.354
C -0.530 4.696 -2.397
C -0.522 4.344 -1.056
H 6.460 0.571 1.008
H 7.805 -0.440 -0.788
H 6.930 -0.527 -3.099
H 4.697 0.408 -3.611
H 3.350 1.440 -1.814
H 4.489 -0.370 2.695
H 5.726 -0.488 4.829
H 6.591 1.578 5.879
H 6.221 3.768 4.788
H 4.979 3.885 2.643
H 0.579 5.485 1.142
H 1.013 6.928 3.068
H 1.113 5.972 5.347
H 0.736 3.546 5.685
H 0.231 2.100 3.762
H 0.882 1.263 -1.340
H 0.835 1.888 -3.711
H -0.045 4.100 -4.401
H -0.936 5.655 -2.693
H -0.955 5.022 -0.333
Cl -7.046 -3.432 1.540
C -6.433 -1.825 1.365
C -7.291 -0.762 1.160
C -6.735 0.497 0.989
C -5.360 0.632 1.035
N -4.539 -0.398 1.250
C -5.064 -1.615 1.407
H -8.361 -0.919 1.126
H -7.359 1.362 0.813
H -4.899 1.601 0.887
H -4.354 -2.430 1.536
C -2.036 -2.686 0.866
Ge -2.031 -2.934 -1.045
C -0.257 -2.530 -1.824
C 0.123 -1.364 -2.488
C 1.456 -1.111 -2.794
C 2.443 -2.017 -2.434
C 2.084 -3.190 -1.780
C 0.750 -3.439 -1.487
C -3.522 -1.895 -1.798
C -3.449 -0.558 -2.194
C -4.591 0.157 -2.537
C -5.836 -0.454 -2.486
C -5.931 -1.785 -2.095
C -4.785 -2.494 -1.756
C -2.344 -4.829 -1.450
C -2.200 -5.330 -2.744
C -2.437 -6.671 -3.019
C -2.820 -7.532 -1.996
C -2.965 -7.047 -0.703
C -2.728 -5.702 -0.435
H -1.043 -3.019 1.207
H -0.624 -0.632 -2.783
H 1.730 -0.198 -3.317
H 3.483 -1.809 -2.653
H 2.844 -3.906 -1.490
H 0.491 -4.359 -0.970
H -2.492 -0.046 -2.223
H -4.506 1.194 -2.841
H -6.727 0.102 -2.751
H -6.898 -2.272 -2.050
H -4.876 -3.532 -1.450
H -1.893 -4.669 -3.549
H -2.321 -7.046 -4.029
H -3.002 -8.578 -2.208
H -3.260 -7.716 0.097
H -2.840 -5.317 0.575
*
```

Results
Frontier orbital gap = 6.70 eV
E_HOMO = -6.9 eV

The evaluated DFT total energy for the records listed, in turn: -14427.170140, -5817.615775, -11679.601779, -10361.157620 Ha.
The evaluated energy above the lowest of the compared OMol25 structures with the same formula, charge and spin for the records listed, in turn: 0.185, 2.589, 0.000, 0.237 eV.